# 1
# C5H9NOS

An isolated molecule of C5H9NOS (wB97M-V/def2-TZVPD, OMol25).

Computed properties:
**ΔE to the lowest compared entry with this formula, charge and spin**: 39.6 kcal per mole
**E_LUMO**: 0.0250 hartree
**Charge**: 0
**DFT total energy**: -19702.587 eV
**Spin multiplicity**: 1
**HOMO-LUMO gap**: 9.865 eV
**Highest occupied orbital energy**: -9.1831 eV

Structure (XYZ):
```
17
Properties=species:S:1:pos:R:3:forces:R:3:nbo_charge:R:1
C -2.1960 -0.5233 0.1394 0.107 0.366 -1.437 0.669
C -0.2987 -0.2354 1.0452 1.930 -0.010 -1.547 -0.039
C -1.1037 0.5106 -0.0783 1.221 1.521 0.932 -0.250
C 1.1369 -0.7837 0.5981 -4.843 -0.378 -3.761 -0.622
C -0.3988 0.6034 -1.3950 -1.096 2.741 -0.372 -0.625
N -1.3730 -1.2111 0.9699 -1.314 -2.366 2.705 -0.615
O -3.2952 -0.6403 -0.3365 0.233 -0.421 0.674 -0.564
S -1.7532 2.0944 0.4600 1.253 1.701 -0.610 -0.005
H -0.1452 0.3178 1.9619 -0.681 0.082 0.301 0.204
H 1.7768 -0.8256 1.3354 3.383 0.216 3.970 0.201
H 1.5693 -0.2740 -0.2960 -0.428 -0.463 0.855 0.219
H 0.8814 -1.8326 0.3803 0.559 0.220 -0.533 0.215
H 0.4493 1.3550 -1.4158 -0.600 -1.382 0.259 0.221
H -1.1179 1.0379 -2.0891 -0.135 0.058 -0.162 0.236
H -0.2470 -0.3560 -1.7538 1.209 -1.787 -0.799 0.223
H -1.7076 -1.8905 1.7068 0.721 0.966 -1.219 0.404
H -0.6439 2.8778 -0.0128 -1.519 -1.064 0.743 0.128
```
Forces are in eV/Å.

---

# 2
# C39H46BBrMnN4O2

A structure of composition C39H46BBrMnN4O2 (wB97M-V/def2-TZVPD, OMol25).

Computed properties:
**ΔE to the lowest compared entry with this formula, charge and spin**: 20.2 kcal per mole
**E_LUMO (alpha / beta)**: -0.2607 / -0.2286 hartree
**Charge**: +2
**DFT total energy**: -153272.017 eV
**Spin multiplicity**: 2
**HOMO-LUMO gap (alpha / beta)**: 6.590 / 7.466 eV
**Highest occupied orbital energy (alpha / beta)**: -13.6842 / -13.6858 eV

Structure (XYZ):
```
94
Properties=species:S:1:pos:R:3:forces:R:3:mulliken_spin:R:1
Mn 0.6783 -0.1640 0.9170 -0.545 0.046 0.007 1.733
C 1.3856 -2.1586 0.7836 -0.055 0.039 0.074 -0.118
C 0.1535 -2.1468 0.0557 -0.044 -0.349 0.323 -0.001
C 0.3970 -1.3205 -1.0927 0.359 0.376 -0.157 -0.119
C 1.7142 -0.7474 -0.9159 -0.178 -0.146 -0.256 -0.045
C 2.3646 -1.3057 0.1869 0.048 -0.095 0.319 -0.170
C 3.8258 -1.2210 0.5782 0.008 0.079 -0.076 0.029
C 4.4404 -2.5995 0.2842 -0.020 -0.014 -0.041 -0.013
C 3.9923 -0.9090 2.0665 -0.023 -0.034 0.004 -0.002
C 4.5426 -0.1579 -0.2541 -0.021 0.029 0.024 -0.002
C -0.2861 -1.1373 -2.4417 0.077 0.018 -0.072 0.023
C 0.2190 -2.3645 -3.2484 -0.017 0.015 0.023 -0.022
C 0.2417 0.1057 -3.1795 -0.011 0.000 -0.022 -0.012
C -1.8203 -1.0729 -2.4632 0.032 -0.009 0.012 -0.009
C -1.0136 -3.0601 0.4958 0.067 -0.097 0.003 -0.013
C -0.5448 -3.9362 1.6687 -0.015 0.025 0.065 0.003
C -2.2412 -2.2899 0.9954 -0.018 0.035 -0.082 0.010
C -1.4240 -4.0266 -0.6238 0.071 -0.013 0.011 0.001
H 1.5692 -2.7281 1.6792 -0.061 -0.047 -0.048 -0.002
H 2.1805 -0.0757 -1.6144 -0.053 0.039 0.006 0.002
H 3.9894 -3.3781 0.9020 -0.009 -0.011 -0.004 0.000
H 5.5089 -2.5803 0.4990 0.001 0.012 0.006 -0.002
H 4.3118 -2.8750 -0.7637 0.003 -0.002 -0.006 -0.001
H 3.4989 -1.6601 2.6858 0.034 -0.017 -0.016 0.002
H 3.5952 0.0755 2.3180 -0.001 0.000 0.003 0.001
H 5.0504 -0.9229 2.3284 0.003 0.001 -0.016 0.000
H 4.4795 -0.3734 -1.3222 0.013 0.000 -0.007 0.000
H 5.5992 -0.1334 0.0112 0.004 -0.014 0.008 0.000
H 4.1326 0.8376 -0.0703 0.017 -0.007 -0.014 0.001
H 1.3075 -2.4388 -3.2168 0.006 -0.001 -0.002 0.000
H -0.0763 -2.2319 -4.2896 -0.019 -0.003 0.004 -0.002
H -0.2034 -3.2981 -2.8894 -0.002 -0.039 0.019 0.000
H 1.2889 0.0082 -3.4678 -0.001 0.012 -0.007 0.000
H 0.1067 1.0244 -2.6052 0.001 -0.004 0.003 0.002
H -0.3298 0.2197 -4.1009 0.007 -0.014 -0.006 0.001
H -2.2862 -1.4873 -1.5790 -0.002 -0.081 -0.002 -0.001
H -2.2004 -1.6246 -3.3236 0.014 0.020 -0.018 0.001
H -2.1663 -0.0453 -2.5617 0.020 -0.028 0.025 0.001
H -0.3600 -3.3481 2.5723 0.026 -0.007 -0.003 0.002
H 0.3526 -4.5060 1.4239 -0.025 -0.033 -0.008 -0.001
H -1.3289 -4.6530 1.9085 -0.016 0.019 0.009 0.001
H -1.9812 -1.5835 1.7842 0.005 0.001 0.016 -0.009
H -2.9625 -2.9948 1.4120 0.008 -0.015 -0.019 0.000
H -2.7571 -1.7533 0.1994 0.012 0.003 0.008 -0.001
H -0.5831 -4.6541 -0.9241 0.006 0.012 -0.028 -0.003
H -1.8155 -3.5240 -1.5010 -0.035 0.055 -0.063 0.000
H -2.2085 -4.6861 -0.2507 0.009 0.006 0.015 0.001
C 2.6862 3.4285 2.1885 0.001 -0.022 0.010 0.003
C 1.9826 2.2462 2.1240 -0.016 -0.036 0.033 0.012
N 1.6160 1.6800 0.9590 0.356 0.136 0.097 -0.019
C 1.9455 2.3225 -0.1715 -0.069 -0.022 0.045 0.002
C 2.6844 3.4970 -0.2044 0.041 -0.016 -0.022 0.002
C 3.0688 4.0498 1.0113 -0.001 -0.035 -0.017 -0.002
C 3.1877 4.0594 -1.4730 -0.048 0.019 -0.026 -0.003
C 2.5667 4.3039 -2.6276 0.049 -0.005 0.019 -0.001
C 1.1459 4.2120 -3.0020 -0.039 0.020 -0.056 0.000
C 0.7726 4.6475 -4.2680 -0.031 -0.014 -0.006 0.000
C -0.5743 4.6014 -4.5900 0.079 0.006 0.012 0.000
N -1.4872 4.1807 -3.7224 -0.122 -0.028 0.005 0.000
C -1.0328 3.7923 -2.5391 0.039 0.062 -0.083 -0.001
N 0.2297 3.7624 -2.1326 0.033 -0.003 0.074 0.000
H 2.9520 3.8373 3.1527 0.002 0.004 0.000 0.001
H 1.7120 1.7263 3.0312 0.005 0.005 0.005 -0.004
H 1.6193 1.8877 -1.1023 0.005 -0.035 0.007 0.002
H 3.6637 4.9540 1.0343 -0.005 0.010 -0.003 0.000
H 4.2435 4.3100 -1.4395 -0.006 0.014 0.014 0.000
H 3.1914 4.7029 -3.4186 -0.004 0.008 -0.003 0.000
H 1.5041 5.0154 -4.9735 0.004 0.002 -0.003 0.000
H -0.9313 4.9158 -5.5634 -0.002 0.005 -0.002 0.000
H -1.7840 3.4680 -1.8277 0.002 -0.007 0.004 0.000
Br -1.1536 1.3267 -0.0555 -0.281 0.175 -0.214 -0.026
C -0.2737 0.2160 2.5875 0.124 -0.268 -0.032 -0.204
C -1.1036 0.7148 3.5782 -0.011 -0.026 -0.004 -0.007
C -0.7806 0.2930 4.8596 -0.017 -0.006 -0.013 -0.003
C 0.2985 -0.5715 5.0924 0.009 0.015 -0.009 0.031
C 1.0761 -0.9969 4.0382 0.004 -0.010 0.021 -0.029
N 0.7310 -0.5488 2.8212 0.206 0.189 -0.017 -0.020
H -1.9329 1.3715 3.3731 -0.057 0.016 -0.024 -0.002
H -1.3700 0.6330 5.7014 -0.016 0.012 -0.010 -0.001
H 0.5318 -0.8952 6.0966 0.014 -0.013 0.001 0.000
H 1.9340 -1.6460 4.1374 -0.028 0.007 0.037 -0.001
O -3.5494 0.6295 1.4830 0.029 0.000 0.093 0.001
B -3.0032 0.7677 0.2470 0.144 0.051 0.057 0.006
O -3.8501 0.5656 -0.7898 -0.067 0.007 -0.019 0.000
C -5.0560 0.2352 -0.1626 -0.024 0.011 0.053 -0.001
C -6.2622 -0.0792 -0.7407 0.026 0.000 -0.013 0.000
C -7.2978 -0.3698 0.1425 -0.009 -0.001 0.011 0.000
C -7.1154 -0.3381 1.5231 -0.018 -0.002 -0.007 0.000
C -5.8876 -0.0133 2.0928 0.024 0.000 -0.003 0.000
C -4.8755 0.2677 1.2073 -0.001 0.015 -0.023 0.001
H -6.3959 -0.0932 -1.8127 -0.001 0.000 -0.009 0.000
H -8.2709 -0.6222 -0.2543 -0.005 -0.002 -0.005 0.000
H -7.9504 -0.5666 2.1703 -0.003 -0.001 0.003 0.000
H -5.7421 0.0216 3.1628 0.005 0.002 0.008 0.000
```
Forces are in eV/Å.

---

# 3
# C5H12O2

An isolated molecule of C5H12O2 (wB97M-V/def2-TZVPD, OMol25).

Computed properties:
**ΔE to the lowest compared entry with this formula, charge and spin**: 114.1 kcal per mole
**E_LUMO**: 0.0323 hartree
**Charge**: 0
**DFT total energy**: -9470.188 eV
**Spin multiplicity**: 1
**HOMO-LUMO gap**: 8.245 eV
**Highest occupied orbital energy**: -7.3669 eV

Structure (XYZ):
```
19
Properties=species:S:1:pos:R:3:forces:R:3:nbo_charge:R:1
C 0.4801 1.2750 1.6844 0.064 0.198 0.134 -0.251
O 0.2390 -0.0101 1.1420 -0.029 -0.076 0.009 -0.569
C 0.5879 -0.1210 -0.2395 0.018 -0.081 -0.123 0.051
C 2.0066 -0.6346 -0.4050 0.061 -0.003 -0.025 -0.635
C -0.4317 -1.0982 -0.8203 0.196 -0.135 -0.099 -0.077
C -2.2464 0.6261 -0.9714 -0.368 -0.172 0.125 -0.580
O -1.7222 -0.8132 -0.2571 0.063 0.217 0.056 -0.544
H 1.5503 1.5215 1.6582 -0.156 -0.031 0.002 0.170
H 0.1510 1.2474 2.7256 0.057 0.029 -0.144 0.195
H -0.0846 2.0418 1.1382 0.075 -0.125 0.059 0.190
H 0.4323 0.8502 -0.7233 0.031 -0.129 0.085 0.219
H 2.1109 -1.6121 0.0781 0.002 0.134 -0.067 0.212
H 2.7301 0.0510 0.0467 -0.112 -0.072 -0.080 0.219
H 2.2573 -0.7384 -1.4666 -0.033 0.019 0.139 0.219
H -0.1864 -2.1351 -0.5663 -0.003 0.103 0.000 0.184
H -0.5269 -0.9766 -1.8997 0.046 -0.046 0.145 0.222
H -2.8934 0.9438 -0.1300 0.056 -0.006 -0.125 0.118
H -2.9615 0.1313 -1.6561 0.117 0.170 0.073 0.130
H -1.4922 -0.5487 0.6621 -0.084 0.004 -0.163 0.526
```
Forces are in eV/Å.

---

# 4
# C22H17AuF2N2O2S

A structure of composition C22H17AuF2N2O2S (wB97M-V/def2-TZVPD, OMol25).

Computed properties:
**ΔE to the lowest compared entry with this formula, charge and spin**: 18.0 kcal per mole
**E_LUMO (alpha / beta)**: -0.0612 / -0.0611 hartree
**Charge**: 0
**DFT total energy**: -50124.198 eV
**Spin multiplicity**: 1
**HOMO-LUMO gap (alpha / beta)**: 6.292 / 6.295 eV
**Highest occupied orbital energy (alpha / beta)**: -7.9570 / -7.9569 eV

Structure (XYZ):
```
47
Properties=species:S:1:pos:R:3:forces:R:3:nbo_charge:R:1
Au -0.1060 0.1730 -1.6327 0.379 0.197 -1.464 1.063
O -1.9699 -1.4337 1.6979 0.082 0.236 0.270 -0.936
S -1.9723 -0.4447 0.6554 -0.222 -0.266 -0.710 2.300
O -2.2255 -0.8923 -0.7082 -1.092 0.008 1.041 -0.976
N -0.5676 0.3499 0.4836 -1.074 -0.709 -1.706 -1.003
C 0.4764 0.4066 1.3272 0.887 0.091 1.534 0.148
C 0.4349 0.1664 2.6973 -0.252 0.073 -0.829 -0.260
C 1.5670 0.3497 3.4836 0.797 0.224 0.026 -0.182
C 2.7615 0.7665 2.9410 -0.227 -0.100 0.395 -0.217
C 2.8695 0.9910 1.5579 -0.371 -0.250 -0.184 -0.093
C 4.0781 1.3375 0.9137 -0.214 -0.025 -0.260 -0.123
C 4.1084 1.4512 -0.4517 0.287 0.042 0.288 -0.260
C 2.9362 1.2280 -1.1857 -0.064 -0.138 0.512 0.074
N 1.8148 0.8930 -0.5972 0.420 1.029 0.003 -0.536
C 1.7279 0.7852 0.7390 0.799 0.022 0.691 0.197
C -3.1612 0.8437 1.0181 0.398 -0.325 -0.224 -0.238
C -4.1006 1.1364 0.0490 -0.011 -0.120 -0.146 -0.216
C -4.9739 2.1917 0.2453 -0.030 0.069 0.099 -0.207
C -4.8927 2.9479 1.4053 0.019 -0.034 -0.092 -0.192
C -3.9478 2.6402 2.3731 0.030 -0.005 0.058 -0.207
C -3.0763 1.5813 2.1839 0.059 -0.036 0.155 -0.216
H -0.4857 -0.1862 3.1319 -0.086 -0.015 0.107 0.234
H 1.5007 0.1589 4.5438 0.018 -0.032 0.113 0.218
H 3.6384 0.8887 3.5561 0.103 0.045 0.152 0.211
H 4.9647 1.4945 1.5135 0.061 0.007 -0.012 0.219
H 5.0196 1.6980 -0.9704 0.137 0.075 -0.058 0.224
H 2.9194 1.3183 -2.2603 -0.009 -0.022 -0.189 0.214
H -4.1182 0.5298 -0.8435 -0.076 0.030 -0.108 0.248
H -5.7074 2.4285 -0.5096 -0.083 0.026 -0.067 0.219
H -5.5573 3.7861 1.5506 -0.079 0.053 0.028 0.217
H -3.8837 3.2334 3.2730 0.003 0.030 0.080 0.219
H -2.3340 1.3345 2.9289 0.056 0.024 0.079 0.226
C 1.3390 -4.5770 -1.7842 0.068 -0.257 0.015 -0.220
C 1.1671 -3.9369 -0.5710 0.015 0.134 -0.038 -0.215
C 0.7331 -2.6157 -0.5338 -0.091 0.377 0.423 -0.229
C 0.4998 -1.9573 -1.7183 -0.576 1.099 -0.881 -0.054
C 0.6414 -2.5852 -2.9344 -0.004 0.035 -0.293 -0.288
C 1.0620 -3.9110 -2.9634 0.007 0.131 -0.061 -0.192
H 1.6866 -5.6023 -1.8113 -0.041 0.007 0.010 0.216
H 1.3671 -4.4560 0.3552 -0.016 0.000 0.074 0.220
H 0.5736 -2.1319 0.4190 0.042 0.001 0.104 0.222
H 0.4393 -2.0718 -3.8623 -0.003 0.053 -0.021 0.228
H 1.1737 -4.4137 -3.9142 0.016 0.002 -0.047 0.215
F 1.4336 0.3736 -4.1192 -0.024 -0.131 -0.009 -0.371
C 0.2508 0.8717 -3.6323 0.336 -1.381 0.104 0.320
F 0.4206 2.2330 -3.6711 -0.362 -0.288 0.774 -0.359
H -0.5249 0.6275 -4.3688 -0.011 0.012 0.265 0.136
```
Forces are in eV/Å.

---

# 5
# C2H3NO2

An isolated molecule of C2H3NO2 (wB97M-V/def2-TZVPD, OMol25).

Computed properties:
**ΔE to the lowest compared entry with this formula, charge and spin**: 21.3 kcal per mole
**E_LUMO**: 0.0312 hartree
**Charge**: 0
**DFT total energy**: -7706.920 eV
**Spin multiplicity**: 1
**HOMO-LUMO gap**: 11.639 eV
**Highest occupied orbital energy**: -10.7892 eV

Structure (XYZ):
```
8
Properties=species:S:1:pos:R:3:forces:R:3:nbo_charge:R:1
O -0.2394 0.4299 -0.9566 0.039 0.163 0.114 -0.525
C -0.9309 -0.1647 0.0444 0.049 -0.075 0.322 0.402
N -0.3456 -0.3915 1.1392 -0.253 -0.066 -0.197 -0.703
C 1.1298 0.4473 -0.6626 0.520 0.391 0.064 0.660
O 1.7497 1.4511 -0.5356 -0.430 -0.444 -0.304 -0.497
H -1.9671 -0.3589 -0.2452 0.192 0.010 0.086 0.170
H -0.9309 -0.8443 1.8311 -0.155 -0.010 -0.093 0.364
H 1.5343 -0.5690 -0.6148 0.037 0.032 0.007 0.130
```
Forces are in eV/Å.